No. 1
116
Properties=species:S:1:pos:R:3:forces:R:3 method="wB97M-V/def2-TZVPD" lumo_energy_ev="2.2 / 2.2" de_lowest_ev=0.000 total_charge=-1 orbital_gap_ev="5.62 / 5.53"
Ti -0.5070 -1.8604 -0.9300 0.030 -1.289 0.177
C 2.2762 0.4058 -4.9178 0.004 -0.007 0.067
C 2.9671 -0.4521 -3.8891 -0.044 0.052 -0.065
C 4.2642 -0.1620 -3.4727 0.022 -0.024 0.001
C 4.8651 -0.9916 -2.5440 -0.026 0.044 -0.001
C 4.1559 -2.0745 -2.0539 0.039 -0.076 0.068
C 2.8614 -2.2864 -2.5129 0.017 -0.006 -0.068
N 2.2806 -1.4855 -3.4095 -0.030 0.043 -0.089
C 2.0422 -3.4177 -2.0104 -0.032 -0.053 0.218
C 2.5774 -4.6191 -1.6599 0.204 0.087 -0.121
C 1.7286 -5.5983 -1.0713 -0.058 -0.117 0.103
C 0.3940 -5.3933 -0.9817 0.033 -0.006 0.003
C -0.1615 -4.1905 -1.5390 -0.225 0.025 -0.014
N 0.7157 -3.1694 -1.8606 -0.148 0.296 -0.032
C -1.5478 -3.9413 -1.6610 0.249 0.211 -0.019
C -2.5557 -4.8430 -1.1734 -0.120 -0.051 0.054
C -3.8513 -4.6157 -1.4899 0.046 -0.045 0.031
C -4.2159 -3.4769 -2.2648 0.047 0.060 -0.058
C -3.2555 -2.5505 -2.5516 -0.178 -0.071 -0.014
C -3.5947 -1.2650 -3.2539 0.002 -0.050 -0.028
N -1.9580 -2.7197 -2.1944 0.325 0.412 0.216
H 1.3326 -0.0585 -5.1981 -0.004 -0.001 0.002
H 2.0759 1.4051 -4.5216 -0.001 0.003 0.012
H 2.8976 0.5251 -5.8074 -0.005 0.000 0.003
H 4.7802 0.7087 -3.8578 -0.004 -0.005 -0.002
H 5.8592 -0.7725 -2.1781 0.018 0.000 0.020
H 4.5698 -2.7135 -1.2848 0.006 0.006 -0.029
H 3.6314 -4.8113 -1.8081 -0.025 -0.010 0.017
H 2.1590 -6.5143 -0.6854 0.008 -0.003 -0.021
H -0.2414 -6.1353 -0.5200 -0.017 -0.004 -0.030
H -2.2823 -5.7000 -0.5745 0.009 0.017 -0.002
H -4.6183 -5.3026 -1.1520 0.005 0.000 0.001
H -5.2388 -3.3165 -2.5779 0.007 0.005 -0.006
H -4.3210 -1.4450 -4.0471 -0.030 0.007 0.025
H -2.7046 -0.8301 -3.7046 0.007 0.003 -0.017
H -4.0346 -0.5395 -2.5662 0.033 0.023 0.004
C -2.0226 0.6955 -0.5494 -0.263 -0.085 -0.068
C -2.0032 1.6550 0.6431 0.082 -0.010 0.045
C -0.9927 1.2381 1.7186 0.048 0.024 0.020
Sb 0.9176 2.2553 1.6759 -0.086 0.076 0.185
C 1.7716 1.1079 3.2713 -0.027 0.022 0.012
C 2.8049 1.6841 4.0107 0.004 -0.020 0.002
C 3.4286 0.9793 5.0292 -0.014 -0.037 -0.003
C 3.0293 -0.3196 5.3192 -0.060 0.034 -0.001
C 2.0082 -0.9038 4.5870 -0.029 0.058 0.043
C 1.3838 -0.1953 3.5659 -0.049 -0.005 0.066
C 0.2185 3.8239 2.9925 0.002 -0.018 -0.034
C -0.2112 3.5540 4.2916 -0.001 0.016 0.015
C -0.7010 4.5664 5.1041 0.002 0.014 -0.003
C -0.7689 5.8713 4.6292 0.001 -0.018 0.002
C -0.3389 6.1565 3.3423 0.010 -0.019 -0.012
C 0.1534 5.1371 2.5330 0.007 -0.003 -0.038
Sb -0.7781 0.9543 -2.3069 0.136 0.116 -0.036
C 0.4027 2.6641 -1.8238 0.013 -0.005 -0.098
C -0.1772 3.9160 -1.6248 0.005 -0.034 0.038
C 0.6155 5.0162 -1.3298 -0.040 0.023 -0.002
C 1.9945 4.8785 -1.2510 0.028 -0.019 -0.015
C 2.5844 3.6428 -1.4726 -0.036 0.006 -0.059
C 1.7885 2.5401 -1.7591 -0.021 0.091 -0.025
C -2.2126 2.0913 -3.4257 -0.029 -0.049 -0.014
C -1.9802 2.2650 -4.7890 -0.038 0.019 0.020
C -2.8488 3.0176 -5.5690 0.028 -0.023 -0.005
C -3.9672 3.6034 -4.9938 -0.014 0.011 0.015
C -4.2111 3.4365 -3.6376 0.012 -0.002 -0.019
C -3.3384 2.6849 -2.8606 0.002 -0.016 -0.007
H -3.0156 0.6667 -1.0043 -0.006 0.054 0.001
H -1.9185 -0.3219 -0.1400 0.062 0.042 -0.013
H -3.0038 1.6344 1.0888 -0.005 0.015 -0.012
H -1.8464 2.6873 0.3149 0.014 0.040 0.000
H -0.8116 0.1634 1.6522 0.032 0.011 0.002
H -1.3824 1.4427 2.7159 -0.032 -0.009 0.033
H 3.1281 2.6981 3.7934 0.000 -0.012 0.000
H 4.2339 1.4402 5.5890 -0.005 -0.011 -0.003
H 3.5232 -0.8781 6.1046 0.005 0.000 -0.013
H 1.6904 -1.9180 4.7959 0.013 0.002 0.008
H 0.5917 -0.6864 3.0092 0.019 0.036 -0.003
H -0.1509 2.5420 4.6792 -0.010 0.007 -0.005
H -1.0282 4.3383 6.1116 0.000 0.002 -0.002
H -1.1518 6.6617 5.2633 0.002 -0.001 0.002
H -0.3827 7.1725 2.9672 -0.001 -0.007 0.001
H 0.4934 5.3703 1.5277 -0.018 -0.007 0.040
H -1.2510 4.0396 -1.7094 0.018 0.018 0.020
H 0.1552 5.9846 -1.1694 -0.004 -0.013 0.005
H 2.6115 5.7377 -1.0168 0.001 -0.008 0.003
H 3.6552 3.5188 -1.3906 -0.003 0.002 -0.013
H 2.2586 1.5732 -1.9036 0.011 -0.001 -0.025
H -1.1120 1.8066 -5.2524 -0.010 0.008 0.000
H -2.6539 3.1421 -6.6274 -0.001 -0.002 0.011
H -4.6477 4.1877 -5.6009 0.006 -0.006 0.008
H -5.0816 3.8931 -3.1823 0.003 -0.002 0.001
H -3.5439 2.5691 -1.8015 -0.002 0.017 -0.024
C -3.5009 -1.8054 1.6503 -0.003 0.026 0.039
C -2.4501 -2.4501 2.5098 -0.020 0.019 -0.024
C -2.7313 -2.8210 3.8173 0.008 -0.007 0.021
C -1.7748 -3.4323 4.6167 -0.002 0.022 -0.010
C -0.5157 -3.6816 4.0895 -0.014 -0.010 -0.017
C -0.1886 -3.3215 2.7882 -0.013 0.031 -0.061
C 1.1904 -3.5892 2.2485 -0.009 0.006 0.067
C -1.1622 -2.6846 1.9790 0.198 -0.263 0.064
N -0.8609 -2.3147 0.6981 -0.157 0.557 -0.154
H -4.4814 -1.8740 2.1251 0.007 -0.002 -0.007
H -3.5474 -2.2814 0.6676 -0.002 0.001 -0.020
H -3.2830 -0.7448 1.4857 -0.013 -0.065 0.019
H -3.7238 -2.6308 4.2142 0.010 -0.002 -0.011
H -2.0107 -3.7156 5.6356 0.005 0.001 -0.022
H 0.2358 -4.1756 4.6986 -0.007 0.011 -0.008
H 1.5956 -4.5149 2.6633 -0.005 0.012 0.008
H 1.8880 -2.7880 2.5103 -0.014 0.008 -0.035
H 1.1767 -3.6665 1.1641 0.005 -0.027 -0.059
N 1.2124 -0.6431 -0.2890 -0.137 0.015 -0.178
C 2.2695 -0.3874 0.1142 0.282 0.013 -0.013
C 3.5417 -0.1020 0.5989 -0.032 -0.035 0.044
C 4.0804 -0.8803 1.6559 -0.038 0.043 -0.016
N 4.5275 -1.5119 2.5130 0.042 -0.019 -0.126
C 4.3068 0.9452 0.0397 -0.048 -0.042 0.070
N 4.9516 1.7964 -0.4038 0.035 -0.087 -0.023

No. 2
124
Properties=species:S:1:pos:R:3:forces:R:3 method="wB97M-V/def2-TZVPD" lumo_energy_ev=3.4 total_charge=-2 orbital_gap_ev=5.04
Cs -0.5628 -0.6757 0.8507 -0.627 -0.439 -0.319
S 0.4410 -0.7358 3.8995 0.116 0.011 0.276
C 2.1699 -0.8756 3.9705 0.013 -0.027 0.095
C 2.7049 -0.9556 5.3088 -0.047 -0.014 -0.074
N 3.0945 -1.0319 6.3924 0.014 0.003 0.029
C 3.0680 -0.9628 2.9378 0.062 -0.077 -0.053
S 2.7435 -0.9315 1.2239 0.058 0.006 0.007
C 4.4571 -1.1397 3.2763 -0.067 0.039 -0.053
N 5.5783 -1.2922 3.5023 0.046 -0.029 0.024
C 1.7261 3.2531 -0.8954 0.057 -0.111 -0.041
C 2.0837 4.7089 -0.6406 -0.014 0.072 0.021
As 3.1951 5.5218 -2.0568 0.016 -0.060 0.068
C 3.1862 7.3548 -1.3583 -0.046 -0.018 -0.014
C 2.1269 7.9083 -0.6383 0.060 -0.033 -0.021
C 2.2104 9.1972 -0.1349 0.014 0.031 0.000
C 3.3552 9.9547 -0.3430 -0.005 0.013 0.009
C 4.4163 9.4167 -1.0541 0.001 0.010 -0.009
C 4.3295 8.1243 -1.5545 0.008 -0.018 -0.039
C 1.7851 5.6403 -3.4142 0.028 0.004 -0.008
C 1.6130 4.5237 -4.2318 0.052 -0.027 0.029
C 0.5773 4.4652 -5.1520 -0.023 0.005 -0.010
C -0.2875 5.5406 -5.2902 -0.009 -0.016 -0.010
C -0.1016 6.6718 -4.5107 -0.013 0.030 0.007
C 0.9249 6.7210 -3.5775 -0.027 0.017 0.055
P 0.4004 2.5453 0.1970 0.118 0.522 0.015
C 0.9522 3.1854 1.8281 -0.059 -0.085 -0.025
C 0.6621 4.4625 2.3093 -0.006 0.071 -0.007
C 1.1428 4.8725 3.5413 -0.004 0.009 -0.002
C 1.9163 4.0099 4.3103 0.011 -0.032 0.000
C 2.2038 2.7385 3.8434 0.004 0.050 0.049
C 1.7203 2.3256 2.6090 -0.011 -0.016 -0.022
C -1.0165 3.6556 -0.1628 0.145 0.119 -0.075
C -1.1403 4.3697 -1.3540 0.011 -0.008 0.062
C -2.2577 5.1529 -1.6010 -0.056 0.003 -0.003
C -3.2760 5.2276 -0.6639 -0.038 -0.005 -0.052
C -3.1720 4.5102 0.5179 -0.038 -0.058 -0.025
C -2.0535 3.7334 0.7646 -0.020 -0.075 0.022
H 2.5981 2.6066 -0.7551 -0.055 0.006 -0.002
H 1.3818 3.0863 -1.9206 0.031 0.018 -0.008
H 2.6457 4.8087 0.2916 -0.035 -0.013 -0.060
H 1.1788 5.3095 -0.5454 0.015 -0.026 0.016
H 1.2254 7.3357 -0.4646 -0.017 -0.011 0.015
H 1.3806 9.6080 0.4258 -0.013 0.010 0.008
H 3.4206 10.9593 0.0546 0.003 0.021 0.010
H 5.3155 9.9986 -1.2137 0.005 0.005 -0.002
H 5.1661 7.7032 -2.1016 -0.011 0.004 0.014
H 2.2892 3.6801 -4.1425 0.002 0.005 0.019
H 0.4413 3.5764 -5.7532 -0.003 -0.026 -0.023
H -1.1043 5.4936 -5.9982 -0.015 0.002 -0.016
H -0.7701 7.5173 -4.6149 -0.012 0.015 -0.003
H 1.0391 7.6057 -2.9638 0.010 -0.004 -0.011
H 0.0456 5.1363 1.7258 0.010 -0.007 0.005
H 0.9050 5.8637 3.9067 -0.005 0.037 0.018
H 2.2763 4.3242 5.2818 0.018 0.014 0.023
H 2.7782 2.0458 4.4433 0.021 -0.031 0.025
H 1.9326 1.3200 2.2634 0.029 0.011 -0.024
H -0.3653 4.3271 -2.1066 0.047 -0.022 -0.067
H -2.3341 5.6893 -2.5385 0.003 0.017 -0.017
H -4.1642 5.8121 -0.8683 0.002 0.018 0.005
H -3.9824 4.5197 1.2329 -0.023 0.011 0.047
H -1.9922 3.1705 1.6889 -0.012 -0.016 0.000
C -3.9528 -2.9366 -0.9856 0.116 0.075 -0.075
N -3.4294 -2.9433 0.3837 0.181 -0.070 0.053
C -4.4918 -2.4710 1.2744 -0.028 0.107 0.095
N -5.6861 -3.3262 1.1991 0.024 -0.040 0.002
C -6.1489 -3.3075 -0.1913 -0.124 0.032 -0.015
N -5.1320 -3.8022 -1.1242 -0.014 0.008 -0.024
C -4.7577 -5.1523 -0.7211 -0.006 -0.087 -0.051
N -4.2493 -5.2210 0.6515 0.000 -0.002 -0.022
C -3.0944 -4.3148 0.7409 0.061 -0.054 0.031
C -5.2938 -4.6915 1.5337 -0.064 -0.041 0.084
H -3.1717 -3.2960 -1.6619 0.006 -0.007 -0.003
H -4.2092 -1.9080 -1.2381 -0.025 0.001 -0.008
H -4.7497 -1.4548 0.9796 0.007 0.018 0.012
H -4.1208 -2.4734 2.3034 0.002 -0.006 -0.006
H -6.4017 -2.2814 -0.4609 -0.007 -0.005 0.006
H -7.0397 -3.9388 -0.2734 0.001 0.005 -0.008
H -3.9823 -5.5210 -1.3998 -0.014 0.001 0.000
H -5.6335 -5.8048 -0.8014 0.014 0.006 -0.007
H -2.3079 -4.6693 0.0707 -0.020 0.006 0.039
H -2.7133 -4.3405 1.7659 0.005 0.003 0.000
H -4.9236 -4.7114 2.5623 -0.009 -0.003 -0.007
H -6.1724 -5.3414 1.4638 0.014 0.005 0.007
C -0.0804 -9.5211 0.0848 0.007 -0.003 0.011
C 1.1566 -9.0140 0.4691 -0.018 -0.042 -0.004
C 1.3951 -7.6523 0.4221 0.017 0.039 0.013
C 0.4059 -6.7710 -0.0149 0.007 0.090 -0.108
C -0.8273 -7.2896 -0.3930 -0.010 -0.021 -0.011
C -1.0737 -8.6570 -0.3433 0.024 -0.002 0.003
P 0.6622 -4.9423 -0.0956 0.103 -0.094 0.207
C 1.5697 -4.6932 1.4758 -0.067 0.013 -0.081
C 0.7944 -4.3450 2.5781 -0.006 0.048 -0.041
C 1.3762 -4.1445 3.8196 0.038 0.001 0.048
C 2.7471 -4.2855 3.9689 -0.019 0.047 -0.009
C 3.5304 -4.6231 2.8743 0.032 0.069 -0.014
C 2.9470 -4.8226 1.6344 0.011 -0.053 -0.015
C 1.9880 -4.8196 -1.3539 0.000 -0.041 0.005
C 2.1729 -5.7807 -2.3444 -0.029 -0.001 0.022
C 3.1169 -5.5900 -3.3439 0.035 0.009 -0.025
C 3.8926 -4.4408 -3.3607 -0.007 -0.023 -0.013
C 3.7174 -3.4796 -2.3741 0.006 -0.004 0.001
C 2.7677 -3.6605 -1.3825 -0.028 -0.008 0.067
H -0.2683 -10.5863 0.1311 -0.005 -0.025 0.000
H 1.9342 -9.6837 0.8142 0.014 -0.021 0.007
H 2.3543 -7.2619 0.7397 -0.003 0.002 -0.002
H -1.6138 -6.6211 -0.7180 -0.022 0.045 -0.016
H -2.0450 -9.0372 -0.6300 -0.035 -0.022 -0.011
H -0.2716 -4.1847 2.4560 -0.007 -0.004 0.008
H 0.7708 -3.8083 4.6493 -0.028 0.003 0.018
H 3.2129 -4.0704 4.9214 0.004 0.002 0.041
H 4.6065 -4.6736 2.9757 0.027 -0.014 0.010
H 3.5770 -5.0474 0.7840 0.010 -0.005 -0.056
H 1.5830 -6.6893 -2.3334 -0.012 -0.001 -0.009
H 3.2496 -6.3467 -4.1070 0.005 -0.022 -0.021
H 4.6340 -4.2967 -4.1360 0.025 0.006 -0.026
H 4.3248 -2.5848 -2.3642 0.022 0.040 0.001
H 2.6616 -2.9103 -0.6028 -0.009 0.020 0.011
F -5.8986 0.1916 -0.4878 0.206 0.049 -0.013
C -4.4763 0.4415 -0.4657 -0.062 0.123 0.040
F -4.3717 1.4719 0.5142 -0.016 -0.093 -0.170
C -4.2661 1.1840 -1.7752 -0.075 0.115 0.009
F -4.9994 2.3157 -1.9841 -0.043 0.033 0.062
F -2.9776 1.5629 -1.9180 0.146 0.059 0.118
F -4.5417 0.3859 -2.8326 -0.075 -0.168 -0.038